[1]
Here is an isolated molecule of C3H4N2O2 from OMol25. Energies are from ωB97M-V with the def2-TZVPD basis set.

## Properties
Gap between HOMO and LUMO   9.23 eV
HOMO level   -8.8 eV
Strongest force on any atom   0.47 eV/A
Total charge   0

Geometry as XYZ:
```
11
Properties=species:S:1:pos:R:3:forces:R:3
H -2.041 -1.478 -1.193 -0.112 0.035 0.048
N -1.149 -1.051 -0.967 -0.297 0.211 0.149
O -2.494 0.669 -0.200 0.071 0.171 0.067
C 1.691 -0.778 -0.491 -0.189 -0.013 0.006
H 2.596 0.977 -1.059 0.012 0.006 0.320
C 0.841 0.191 -0.197 -0.088 -0.248 -0.191
N -0.196 0.896 -0.080 0.344 -0.300 -0.117
H 2.029 -1.633 0.073 0.132 0.154 -0.043
C -1.298 0.098 -0.447 0.010 -0.342 -0.114
O 2.381 0.642 -0.171 0.093 0.374 -0.031
H -2.344 1.510 0.253 0.023 -0.047 -0.094
```
Forces are in eV/Å.

Löwdin population analysis, charges in e, atoms 1 to 5: 0.06 0.14 0.08 0.08 0.13

=====

[2]
Here is a cluster of 2 separate species, C3H4N2O2 in total from OMol25. Energies are from ωB97M-V with the def2-TZVPD basis set.

## Properties
SMILES string   N=C=NO.C=C=O
Gap between HOMO and LUMO   9.81 eV
HOMO level   -9.3 eV
Strongest force on any atom   4.99 eV/A
Total charge   0

Geometry as XYZ:
```
11
Properties=species:S:1:pos:R:3:forces:R:3
N -1.027 -1.072 -0.657 0.615 -0.886 -1.355
H -3.843 0.050 0.134 0.076 -0.259 -0.079
H 1.041 -1.324 -0.215 -4.878 0.801 0.681
C 2.140 0.387 0.054 1.145 1.298 0.451
O 0.093 1.685 0.564 0.483 0.186 0.329
O 0.033 -1.103 0.237 2.948 -0.931 -0.142
H 3.013 1.006 -0.104 -0.120 0.514 -0.314
C -2.048 -0.436 -0.445 0.925 0.194 0.986
C 1.060 1.065 0.447 0.015 -0.931 -0.820
H 2.537 -0.569 0.346 -0.753 -0.368 0.439
N -3.000 0.311 -0.361 -0.455 0.381 -0.174
```
Forces are in eV/Å.

Löwdin population analysis, charges in e, atoms 1 to 5: 0.01 0.07 0.18 -0.03 0.19

=====

[3]
Here is an isolated molecule of C3H4N2O2 from OMol25. Energies are from ωB97M-V with the def2-TZVPD basis set.

## Properties
SMILES string   OC1(O)C=CN=N1
Gap between HOMO and LUMO   8.90 eV
HOMO level   -9.0 eV
Strongest force on any atom   2.25 eV/A
Total charge   0

Geometry as XYZ:
```
11
Properties=species:S:1:pos:R:3:forces:R:3
H -0.774 -2.055 -0.966 -0.006 1.148 1.606
H -0.665 0.983 -1.921 0.048 -0.873 0.134
O -0.677 -1.551 -0.095 -0.575 0.404 -1.976
O -0.541 0.024 -1.743 -0.123 0.594 0.209
N -1.434 1.566 1.089 0.992 -0.367 0.088
H 1.502 -0.166 0.568 -1.452 1.442 -0.118
C -0.007 1.251 1.420 1.070 0.928 0.122
C 0.522 0.423 0.518 0.391 -1.751 0.524
C -0.606 -0.182 -0.381 0.541 1.322 1.736
H 0.485 1.856 2.255 -0.878 -1.201 -1.338
N -1.838 0.855 0.195 -0.008 -1.645 -0.985
```
Forces are in eV/Å.

Löwdin population analysis, charges in e, atoms 1 to 5: 0.15 0.13 0.03 0.03 -0.02

=====

[4]
Here is an isolated molecule of C3H4N2O2 from OMol25. Energies are from ωB97M-V with the def2-TZVPD basis set.

## Properties
Gap between HOMO and LUMO   7.82 eV
HOMO level   -7.5 eV
Strongest force on any atom   1.49 eV/A
Total charge   0

Geometry as XYZ:
```
11
Properties=species:S:1:pos:R:3:forces:R:3
H -2.701 0.158 0.103 -0.138 0.080 0.127
H -0.382 2.315 0.511 0.053 -0.138 -0.048
N 0.292 -0.881 -0.150 -0.455 -0.279 -0.197
N -1.916 -0.474 0.055 -0.282 0.384 0.170
O 1.332 1.111 0.100 0.114 -0.352 -0.109
C -0.083 1.296 0.345 -0.333 -0.149 0.159
C -0.775 0.133 0.185 -0.063 0.155 0.056
H 0.364 -1.613 0.564 -0.058 0.188 -0.102
H -0.274 -1.285 -0.942 1.472 0.028 0.200
O 2.643 -0.633 -0.512 -0.635 0.238 0.184
C 1.601 -0.120 -0.240 0.325 -0.153 -0.441
```
Forces are in eV/Å.

Löwdin population analysis, charges in e, atoms 1 to 5: 0.03 0.10 0.20 0.04 0.08

=====

[5]
Here is an isolated molecule of C3H4N2O2 from OMol25. Energies are from ωB97M-V with the def2-TZVPD basis set.

## Properties
SMILES string   Cn1ncoc1=O
Gap between HOMO and LUMO   10.37 eV
HOMO level   -9.5 eV
Strongest force on any atom   0.46 eV/A
Total charge   0

Geometry as XYZ:
```
11
Properties=species:S:1:pos:R:3:forces:R:3
C 1.811 -0.541 -0.354 -0.081 -0.229 -0.092
N 0.665 -1.106 -0.329 0.362 0.153 -0.094
C -1.600 -0.271 0.047 -0.137 0.003 0.008
O 0.106 2.125 0.737 0.161 -0.408 -0.148
H -1.832 -0.750 -0.907 -0.038 0.081 0.142
N -0.168 -0.120 0.141 -0.026 0.240 0.001
O 1.820 0.746 0.057 -0.020 0.062 0.045
C 0.499 1.052 0.365 -0.261 0.117 0.046
H -1.993 -0.879 0.866 0.059 0.088 -0.086
H -2.041 0.726 0.080 0.039 -0.135 0.041
H 2.733 -0.982 -0.702 -0.058 0.028 0.137
```
Forces are in eV/Å.

Löwdin population analysis, charges in e, atoms 1 to 5: -0.17 0.13 -0.01 0.12 0.09

=====

[6]
Here is an isolated molecule of C3H4N2O2 from OMol25. Energies are from ωB97M-V with the def2-TZVPD basis set.

## Properties
SMILES string   Cn1ncc(=O)o1
Gap between HOMO and LUMO   9.67 eV
HOMO level   -9.4 eV
Strongest force on any atom   2.16 eV/A
Total charge   0

Geometry as XYZ:
```
11
Properties=species:S:1:pos:R:3:forces:R:3
C -0.639 0.508 1.668 0.057 1.111 -1.097
H 0.342 0.471 2.108 0.476 -0.282 0.235
C 0.862 0.201 -1.640 -1.171 -0.483 1.751
H -1.260 -0.298 1.979 -0.299 -0.675 0.422
O 0.408 1.048 -0.561 -0.501 -1.375 0.000
O 1.461 0.671 -2.541 0.554 -0.038 -0.581
N -0.465 -1.024 -0.210 1.391 0.157 -0.966
H -1.116 1.471 2.035 0.465 -0.982 -1.383
C 0.323 -1.160 -1.269 -0.216 0.785 0.893
H 0.612 -2.150 -1.747 -0.811 1.645 0.743
N -0.528 0.262 0.177 0.054 0.137 -0.017
```
Forces are in eV/Å.

Löwdin population analysis, charges in e, atoms 1 to 5: 0.01 0.07 -0.43 0.07 0.04

=====

Copy entry 3 word for word.
Here is an isolated molecule of C3H4N2O2 from OMol25. Energies are from ωB97M-V with the def2-TZVPD basis set.

## Properties
SMILES string   OC1(O)C=CN=N1
Gap between HOMO and LUMO   8.90 eV
HOMO level   -9.0 eV
Strongest force on any atom   2.25 eV/A
Total charge   0

Geometry as XYZ:
```
11
Properties=species:S:1:pos:R:3:forces:R:3
H -0.774 -2.055 -0.966 -0.006 1.148 1.606
H -0.665 0.983 -1.921 0.048 -0.873 0.134
O -0.677 -1.551 -0.095 -0.575 0.404 -1.976
O -0.541 0.024 -1.743 -0.123 0.594 0.209
N -1.434 1.566 1.089 0.992 -0.367 0.088
H 1.502 -0.166 0.568 -1.452 1.442 -0.118
C -0.007 1.251 1.420 1.070 0.928 0.122
C 0.522 0.423 0.518 0.391 -1.751 0.524
C -0.606 -0.182 -0.381 0.541 1.322 1.736
H 0.485 1.856 2.255 -0.878 -1.201 -1.338
N -1.838 0.855 0.195 -0.008 -1.645 -0.985
```
Forces are in eV/Å.

Löwdin population analysis, charges in e, atoms 1 to 5: 0.15 0.13 0.03 0.03 -0.02